Entry from the OMol25 dataset: a molecular structure, C38H99N5O14 (ωB97M-V/def2-TZVPD).

Computed properties:
- electronic energy (a.u.) = -2833.16138
- lowest unoccupied orbital energy (eV) = 0.29
- molecular weight (g/mol) = 850.23
- net charge = 0
- 2S+1 = 1
- HOMO-LUMO gap (eV) = 8.31
- HOMO (eV) = -8.0
- ΔE to the lowest compared entry with this formula, charge and spin (kJ/mol) = 2340.4

Last column: Löwdin charge in e.
Element x y z (Å)
C 0.51967 -0.25124 -0.39167  -0.07
O -0.72972 -0.93431 -0.84338  -0.27
H 0.70245 0.68071 -0.92660  0.06
H 0.27670 0.11336 0.60639  0.05
H 1.43206 -0.84754 -0.40058  0.07
H -1.42068 -0.26898 -0.88224  -0.08
C -2.83057 0.38914 -0.58132  -0.10
O -1.58180 0.99931 -0.83782  -0.09
H -3.30103 0.28745 -1.55930  0.09
H -2.80090 -0.60354 -0.13209  0.06
H -3.33144 1.01275 0.15918  0.11
H -1.78631 1.92074 -1.01308  0.13
C 0.25715 3.87586 0.16973  -0.05
O 1.49599 3.17338 0.55333  -0.19
C 1.33355 1.82885 0.92458  -0.18
C 2.67802 1.12120 0.86536  -0.16
N 3.82709 1.60026 1.57562  -0.05
C 4.12946 2.99807 1.75359  -0.18
C 4.67707 3.69233 0.49076  -0.22
O 4.93057 5.05264 0.72917  -0.18
C 3.81711 5.94734 0.65430  -0.08
H -0.17884 3.50048 -0.75607  0.06
H 0.56540 4.88284 -0.11146  0.11
H -0.58338 3.86296 0.86360  0.08
H 0.75391 1.38575 0.11478  0.05
H 0.68967 1.67187 1.78996  0.11
H 3.04204 1.10618 -0.16195  0.08
H 2.49032 0.13062 1.27961  0.10
H 4.39684 0.96707 2.11835  0.09
H 4.92153 3.07039 2.49890  0.12
H 3.29158 3.59446 2.11467  0.10
H 4.01337 3.44282 -0.33710  0.07
H 5.63225 3.28724 0.15666  0.13
H 3.20661 5.90195 -0.24756  0.08
H 4.13903 6.97408 0.82832  0.09
H 3.26658 5.72639 1.56873  0.08
C -1.75201 -7.18884 6.56329  -0.08
O -2.74966 -6.75361 5.58062  -0.22
C -2.39235 -5.46159 4.94858  -0.16
C -1.46536 -5.75178 3.74497  -0.25
N -1.33400 -4.58180 2.90354  -0.06
C -0.61166 -4.97710 1.67283  -0.14
C -0.60664 -3.76092 0.65110  -0.20
O -1.84975 -3.60726 0.00748  -0.12
C -2.04039 -2.39639 -0.83495  -0.12
H -1.53025 -6.34943 7.22230  0.08
H -0.84430 -7.42904 6.00968  0.07
H -2.17080 -8.03842 7.10266  0.08
H -1.87653 -4.79900 5.64358  0.12
H -3.27829 -5.03257 4.48044  0.12
H -1.81376 -6.60974 3.16997  0.12
H -0.47652 -6.03800 4.10331  0.11
H -2.28392 -4.28471 2.73177  0.10
H -0.83553 -5.96450 1.26910  0.11
H 0.42779 -5.10560 1.97473  0.11
H 0.09052 -3.99114 -0.15453  0.03
H -0.29829 -2.84079 1.14746  0.08
H -3.02432 -2.37341 -1.30340  0.11
H -1.31065 -2.23016 -1.62738  0.04
H -2.03803 -1.49708 -0.21904  0.02
C -1.43729 -0.66013 2.07374  -0.09
O -1.51329 -0.26768 3.50325  -0.15
C -0.89162 1.06054 3.70452  -0.18
C -1.63006 2.21368 3.11638  -0.21
N -2.76587 2.59109 4.00633  -0.02
C -3.46216 3.71573 3.41062  -0.23
C -4.50502 3.59182 2.31072  -0.24
O -4.83985 4.88486 1.88202  -0.18
C -5.75811 5.54408 2.82259  -0.08
H -1.82229 -1.67095 1.93916  0.11
H -0.47045 -0.49465 1.59841  0.04
H -2.11392 0.00291 1.53460  0.06
H 0.10156 0.91367 3.28010  0.03
H -0.70905 1.12050 4.77747  0.14
H -1.95003 2.01411 2.09368  0.10
H -0.87650 2.97529 2.91593  0.11
H -3.36224 1.79851 3.81592  0.11
H -2.73259 4.48110 3.14596  0.12
H -3.90982 4.14285 4.30799  0.11
H -5.39047 3.04906 2.64162  0.12
H -4.17690 3.03433 1.43343  0.11
H -6.44919 6.18846 2.27919  0.08
H -5.25658 6.25232 3.48212  0.08
H -6.36296 4.85032 3.40648  0.09
C -4.23408 1.43314 -7.00350  -0.05
O -3.35613 1.56373 -5.80130  -0.23
C -3.09059 0.22292 -5.23310  -0.18
C -2.50680 0.31104 -3.82981  -0.20
N -2.04251 -0.94986 -3.24462  -0.03
C -1.00479 -1.66009 -4.02135  -0.15
C -0.63203 -2.88145 -3.31859  -0.22
O 0.47914 -2.48766 -2.56221  -0.18
C 1.05071 -3.50722 -1.75634  -0.07
H -3.84329 0.72180 -7.73107  0.08
H -4.56975 2.37646 -7.43428  0.08
H -5.05679 1.01531 -6.42326  0.07
H -2.47135 -0.24340 -5.99938  0.11
H -4.00549 -0.36224 -5.14012  0.12
H -3.29303 0.74728 -3.21367  0.10
H -1.83468 1.13827 -3.60167  0.09
H -1.50394 -0.66245 -2.43998  0.06
H -0.23397 -0.92221 -4.24380  0.14
H -1.48509 -1.78396 -4.99194  0.11
H -0.06222 -3.54312 -3.97098  0.13
H -1.45354 -3.42513 -2.85208  0.14
H 0.39295 -4.03306 -1.06427  0.06
H 1.93483 -3.09412 -1.27076  0.05
H 1.37710 -4.24525 -2.48906  0.13
C 2.73290 -0.34428 -1.91339  -0.12
O 1.98716 0.88078 -1.80157  -0.27
C 2.78822 2.07749 -1.95871  -0.14
C 1.80239 3.25808 -2.03130  -0.20
N 1.30666 3.56473 -3.38547  -0.04
C 0.68069 2.41025 -3.96625  -0.21
C -0.24139 2.60138 -5.19921  -0.22
O 0.24194 2.02457 -6.38156  -0.17
C 1.38433 2.79574 -6.82827  -0.08
H 2.02419 -1.14370 -1.69717  0.05
H 3.60147 -0.31697 -1.25540  0.09
H 2.90890 -0.60502 -2.95701  0.13
H 3.27308 2.09578 -2.93476  0.13
H 3.44539 2.31716 -1.12278  0.08
H 2.23632 4.15103 -1.58134  0.11
H 0.91726 3.10782 -1.41317  0.05
H 2.17776 3.75778 -3.85878  0.09
H 0.07693 1.89824 -3.21698  0.10
H 1.45235 1.69288 -4.24561  0.12
H -0.71004 3.58069 -5.29620  0.13
H -1.02702 1.89796 -4.92339  0.06
H 1.91648 3.34772 -6.05352  0.08
H 0.99941 3.54342 -7.52174  0.08
H 2.01107 2.20590 -7.49714  0.09
C 3.42995 -4.71758 0.15897  -0.01
C 3.12135 -3.18024 0.40123  -0.39
C 3.76554 -2.24437 -0.69817  -0.05
O 1.77358 -2.84930 0.60011  -0.21
H 2.98045 -5.46650 0.81104  0.07
H 4.48031 -4.80445 0.43699  0.08
H 3.14492 -4.82401 -0.88770  0.06
H 3.39784 -2.89219 1.41547  0.13
H 4.82180 -2.15466 -0.44441  0.11
H 3.33749 -1.24208 -0.71552  -0.02
H 3.65123 -2.62167 -1.71439  0.10
H 1.44062 -2.68956 -0.28601  -0.01
C 3.01632 -0.56104 3.59845  -0.02
C 1.42377 -0.60904 3.58289  -0.42
C 0.90002 -1.65055 2.60528  -0.08
O 1.03606 -0.93063 4.87904  -0.02
H 3.58270 -0.34552 2.69243  0.03
H 3.47739 -1.51868 3.84017  0.08
H 3.43466 0.13664 4.32393  0.08
H 1.05480 0.39831 3.39000  0.06
H 1.38276 -2.61999 2.72875  0.11
H 1.14381 -1.33397 1.59116  0.06
H -0.15376 -1.92872 2.62267  0.05
H 0.22332 -1.44024 4.84178  0.09